Entry i
Here is a gas-phase ion, C5H10NO2 (charge +1) from the OMol25 dataset. Energies are from ωB97M-V with the def2-TZVPD basis set.

Element x y z (Å)
O 1.53 1.73 -0.51
C 0.70 0.77 0.05
C -0.71 1.23 -0.31
N -1.67 0.08 -0.30
C -0.80 -1.15 -0.44
C 0.68 -0.72 -0.08
O 1.70 -1.54 -0.38
C 0.80 -0.05 1.29
H 2.41 1.51 -0.58
H -0.90 2.13 0.15
H -0.73 1.66 -1.27
H -2.33 0.18 -1.05
H -2.11 -0.07 0.65
H -0.62 -1.47 -1.44
H -1.29 -1.94 0.13
H 1.83 -2.19 0.45
H -0.21 -0.15 1.72
H 1.71 -0.01 1.95

Properties
**E_HOMO**: -13.9 eV
**Net charge**: +1
**2S+1**: 1
**Structure (SMILES)**: O[C@@]12C[NH2+]C[C@]1(O)C2
**E_LUMO**: -3.55 eV
**Gap between HOMO and LUMO**: 10.38 eV

Atom charges from the Löwdin analysis, given in e for atoms 1 to 2: 0.118, -0.390

Entry ii
Here is 2 unconnected molecules or ions with the total composition C5H10NO2 from the OMol25 dataset. Energies are from ωB97M-V with the def2-TZVPD basis set.

Element x y z (Å)
O 1.96 -0.72 2.75
C 0.93 -0.85 2.11
O 0.87 -1.50 0.89
C -0.45 -0.45 2.54
H 1.72 -1.98 0.83
H -1.14 -1.18 2.11
H -0.63 0.56 2.20
H -0.44 -0.49 3.62
C 0.52 0.78 -1.62
C 1.02 1.37 -2.73
C -1.64 -0.16 -0.82
N -0.92 0.65 -1.54
H 1.13 0.25 -0.82
H 0.30 1.85 -3.42
H 2.10 1.59 -2.82
H -2.71 -0.03 -0.86
H -1.20 -0.94 -0.22
H -1.43 1.23 -2.19

Properties
**E_HOMO**: -14.0 eV
**Net charge**: +1
**2S+1**: 1
**E_LUMO**: -5.60 eV
**Gap between HOMO and LUMO**: 8.36 eV

Atom charges from the Löwdin analysis, given in e for atoms 1 to 2: 0.122, -0.531

Which structure is most stable? entry ii, by 34.2 kcal/mol over the runner-up.

Entry i
Here is a gas-phase ion, C5H10NO2 (charge +1) from the OMol25 dataset. Energies are from ωB97M-V with the def2-TZVPD basis set.

Element x y z (Å)
C 1.17 -0.06 1.10
N 0.22 -0.27 0.04
C -1.03 -0.78 0.69
C -0.15 0.80 -0.81
C -0.79 2.10 -0.50
O -1.02 2.86 -1.39
C 0.04 0.52 -2.14
O 0.76 -0.53 -2.50
H 1.27 -0.90 1.71
H 2.09 0.12 0.66
H 0.94 0.73 1.77
H 0.57 -0.95 -0.72
H -1.50 0.11 1.35
H -1.80 -1.04 -0.08
H -1.00 -1.59 1.45
H -1.07 2.39 0.55
H -0.30 1.30 -2.91
H 1.07 -0.37 -3.50

Properties
**E_HOMO**: -14.1 eV
**Net charge**: +1
**2S+1**: 1
**Structure (SMILES)**: C[NH+](C)/C(C=O)=C\O
**E_LUMO**: -3.98 eV
**Gap between HOMO and LUMO**: 10.16 eV

Atom charges from the Löwdin analysis, given in e for atoms 1 to 2: 0.024, -0.156

Entry ii
Here is 2 unconnected molecules or ions with the total composition C5H10NO2 from the OMol25 dataset. Energies are from ωB97M-V with the def2-TZVPD basis set.

Element x y z (Å)
O 0.40 -1.31 -1.54
C 0.91 -0.57 -0.50
O 2.29 -0.08 1.70
C 0.20 0.98 -0.42
C -0.65 0.07 0.35
C -2.01 -0.38 0.03
C -2.44 -1.18 -1.02
N 0.98 1.84 0.37
H 1.96 -0.33 -0.74
H -0.32 1.54 -1.19
H -0.48 0.27 1.44
H 0.96 -1.28 0.39
H -2.84 0.15 0.46
H -1.79 -1.90 -1.55
H -3.44 -1.16 -1.41
H 2.91 0.02 2.39
H 1.84 0.80 1.30
H 1.50 2.54 -0.06

Properties
**E_HOMO**: -14.7 eV
**Net charge**: +1
**2S+1**: 1
**E_LUMO**: -8.36 eV
**Gap between HOMO and LUMO**: 6.37 eV

Atom charges from the Löwdin analysis, given in e for atoms 1 to 2: 0.011, -0.209

Which structure is most stable? entry i, by 170.3 kcal/mol over the runner-up.

Entry i
Here is a gas-phase ion, C5H10NO2 (charge +1) from the OMol25 dataset. Energies are from ωB97M-V with the def2-TZVPD basis set.

Element x y z (Å)
O -0.71 1.89 -2.18
C -1.10 1.14 -1.35
O -2.37 0.76 -1.07
C -0.15 0.64 -0.25
C 0.62 -0.47 -0.88
C 1.46 -0.96 0.30
C 0.66 -0.45 1.57
N -0.71 0.05 0.99
H -2.94 0.71 -1.84
H 0.57 1.42 -0.01
H 0.05 -1.39 -1.20
H 1.20 -0.21 -1.77
H 2.43 -0.45 0.40
H 1.77 -1.98 0.53
H 1.07 0.41 2.10
H 0.49 -1.18 2.35
H -1.00 0.79 1.62
H -1.32 -0.72 0.71

Properties
**E_HOMO**: -15.1 eV
**Net charge**: +1
**2S+1**: 1
**Structure (SMILES)**: O=C(O)[C@@H]1CCC[NH2+]1
**E_LUMO**: -3.42 eV
**Gap between HOMO and LUMO**: 11.63 eV

Atom charges from the Löwdin analysis, given in e for atoms 1 to 2: 0.198, -0.473

Entry ii
Here is a gas-phase ion, C5H10NO2 (charge +1) from the OMol25 dataset. Energies are from ωB97M-V with the def2-TZVPD basis set.

Element x y z (Å)
C -0.70 -1.28 -2.03
N -1.21 -0.48 -1.22
C -1.26 -0.68 0.20
C -0.77 0.45 1.07
C 0.75 0.73 1.32
C 1.64 0.61 0.12
O 1.41 -0.08 -0.86
O 2.70 1.42 0.21
H -0.71 -1.03 -3.08
H -0.34 -2.19 -1.60
H -1.40 0.49 -1.51
H -2.22 -1.06 0.55
H -0.89 -1.68 0.49
H -1.15 0.37 2.09
H -1.19 1.39 0.73
H 0.85 1.74 1.73
H 1.10 0.14 2.17
H 3.39 1.15 -0.37

Properties
**E_HOMO**: -14.6 eV
**Net charge**: +1
**2S+1**: 1
**Structure (SMILES)**: C=[NH+]CCCC(=O)O
**E_LUMO**: -4.62 eV
**Gap between HOMO and LUMO**: 9.93 eV

Atom charges from the Löwdin analysis, given in e for atoms 1 to 2: 0.182, 0.044

Which structure is most stable? entry i, by 4.6 kcal/mol over the runner-up.

Entry i
Here is CH2FNOS in the gas phase from the OMol25 dataset. Energies are from ωB97M-V with the def2-TZVPD basis set.

Element x y z (Å)
C -0.28 -0.06 0.03
N 0.67 -0.60 0.84
O -1.47 0.66 -2.05
F 0.98 0.24 1.97
S -0.15 0.51 -1.50
H -1.22 -0.18 0.42
H 1.47 -0.56 0.29

Properties
**E_HOMO**: -9.7 eV
**Net charge**: 0
**2S+1**: 1
**E_LUMO**: -0.98 eV
**Gap between HOMO and LUMO**: 8.73 eV

Atom charges from the Löwdin analysis, given in e for atoms 1 to 2: -0.434, -0.024

Entry ii
Here is 2 unconnected molecules or ions with the total composition CH2FNOS from the OMol25 dataset. Energies are from ωB97M-V with the def2-TZVPD basis set.

Element x y z (Å)
O -0.98 -0.05 1.61
C -0.55 0.12 0.51
N -0.33 0.18 -0.69
S 0.37 0.85 -2.03
H -0.27 -0.02 -3.10
F 0.18 -2.34 2.43
H -0.42 -1.60 2.56

Properties
**E_HOMO**: -9.6 eV
**Net charge**: 0
**2S+1**: 1
**Structure (SMILES)**: O=C=NS.F
**E_LUMO**: 0.20 eV
**Gap between HOMO and LUMO**: 9.77 eV

Atom charges from the Löwdin analysis, given in e for atoms 1 to 2: 0.098, -0.339

Entry iii
Here is 2 unconnected molecules or ions with the total composition CH2FNOS from the OMol25 dataset. Energies are from ωB97M-V with the def2-TZVPD basis set.

Element x y z (Å)
O -1.03 1.64 -0.01
C -0.07 1.00 0.08
N 0.87 0.32 0.38
S 2.17 -0.51 -0.24
H 2.17 -1.42 0.75
F -1.89 -0.95 -0.47
H -2.22 -0.07 -0.49

Properties
**E_HOMO**: -9.4 eV
**Net charge**: 0
**2S+1**: 1
**Structure (SMILES)**: O=C=NS.F
**E_LUMO**: 0.53 eV
**Gap between HOMO and LUMO**: 9.91 eV

Atom charges from the Löwdin analysis, given in e for atoms 1 to 2: 0.137, -0.442

Which structure is most stable? entry iii, by 9.4 kcal/mol over the runner-up.

Entry i
Here is 2 unconnected molecules or ions with the total composition C3H10OS from the OMol25 dataset. Energies are from ωB97M-V with the def2-TZVPD basis set.

Element x y z (Å)
C 1.33 -1.79 1.22
O 1.85 -1.99 -0.09
H 0.25 -1.71 1.14
H 1.77 -0.92 1.74
H 1.68 -2.56 1.90
H 1.11 -2.14 -0.67
C -2.49 1.05 -0.57
C -1.15 0.33 -0.66
S 0.21 1.39 -0.07
H -2.82 1.10 0.46
H -2.49 2.12 -0.82
H -3.12 0.56 -1.30
H -0.88 0.20 -1.71
H -1.13 -0.62 -0.14
H 0.92 0.80 0.92

Properties
**E_HOMO (spin up / spin down)**: -14.3 / -14.3 eV
**Net charge**: +1
**2S+1**: 2
**Expectation value of S²**: 0.7533
**E_LUMO (spin up / spin down)**: -3.82 / -9.09 eV
**Gap between HOMO and LUMO (spin up / spin down)**: 10.51 / 5.19 eV

Atom charges from the Löwdin analysis, given in e for atoms 1 to 2: -0.162, -0.093

Entry ii
Here is 2 unconnected molecules or ions with the total composition C3H10OS from the OMol25 dataset. Energies are from ωB97M-V with the def2-TZVPD basis set.

Element x y z (Å)
C -2.44 -0.06 -0.54
C -1.64 0.28 0.72
S -0.85 1.98 0.55
C 0.50 1.80 -0.84
H -1.95 -0.34 -1.47
H -3.38 -0.65 -0.35
H -2.87 0.79 -0.94
H -2.17 0.21 1.73
H -0.92 -0.59 1.12
H 0.25 2.67 -1.47
H 0.23 0.87 -1.40
H 1.46 1.86 -0.25
H 5.05 -5.07 0.50
H 4.55 -5.07 -1.05
O 4.35 -4.80 -0.16

Properties
**E_HOMO (spin up / spin down)**: -13.3 / -13.3 eV
**Net charge**: +1
**2S+1**: 2
**Expectation value of S²**: 0.7536
**E_LUMO (spin up / spin down)**: -3.69 / -8.40 eV
**Gap between HOMO and LUMO (spin up / spin down)**: 9.60 / 4.90 eV

Atom charges from the Löwdin analysis, given in e for atoms 1 to 2: -0.148, -0.458

Which structure is most stable? entry ii, by 5.0 kcal/mol over the runner-up.